{"formula": "C51H137N11O13", "method": "the ωB97M-V functional and the def2-TZVPD basis", "elements": ["H", "H", "H", "O", "C", "O", "H", "H", "C", "C", "H", "H", "H", "H", "O", "H", "C", "H", "N", "H", "C", "H", "H", "H", "C", "O", "C", "H", "H", "H", "C", "C", "H", "H", "H", "H", "H", "H", "H", "H", "H", "C", "H", "H", "H", "C", "N", "H", "H", "H", "H", "H", "H", "H", "C", "C", "O", "C", "N", "C", "C", "C", "H", "H", "N", "C", "H", "N", "H", "H", "C", "H", "H", "H", "H", "H", "H", "O", "N", "H", "C", "H", "H", "H", "H", "H", "H", "H", "H", "C", "H", "H", "C", "H", "C", "H", "C", "C", "H", "H", "C", "C", "H", "C", "H", "H", "H", "H", "H", "C", "H", "C", "H", "H", "H", "H", "H", "H", "H", "H", "C", "C", "H", "H", "H", "H", "C", "H", "H", "C", "C", "O", "C", "H", "O", "H", "H", "N", "H", "H", "H", "H", "H", "H", "H", "H", "H", "C", "H", "H", "H", "C", "H", "N", "H", "H", "N", "H", "C", "O", "H", "C", "H", "C", "H", "H", "H", "H", "C", "H", "H", "C", "O", "H", "H", "C", "H", "H", "H", "C", "H", "H", "H", "O", "H", "C", "C", "O", "H", "H", "H", "N", "O", "H", "N", "H", "H", "H", "C", "H", "H", "H", "C", "C", "H", "H", "H", "H", "H", "C", "H", "H"], "xyz": [[5.26935, 2.27750, 1.24953], [8.60121, 1.72633, -5.24494], [3.50596, 7.11846, 6.90696], [-3.42737, 4.13064, -3.83871], [3.58575, 7.18747, 5.82208], [2.56438, 6.51077, 5.13508], [6.02948, 3.72707, 1.95815], [-4.28759, -5.84875, 2.50807], [1.77643, 3.72976, 4.11906], [0.70292, -8.11949, 1.41797], [-4.56318, 5.89684, 6.28784], [-8.98979, 2.69042, 0.59493], [4.42393, -2.94422, 1.86279], [-10.82105, 5.39930, -0.97837], [-0.13203, 0.34028, 0.25462], [-0.65577, -7.61342, 2.76324], [0.33464, -0.79503, -0.44492], [9.08440, -0.46466, 2.36602], [-4.48874, -3.57898, -6.10272], [-3.16461, 2.60887, -2.37968], [-8.66784, 4.40817, 1.95397], [0.62371, -10.21305, 1.76645], [7.62827, 2.08059, -8.19459], [-2.36299, 7.52354, -5.63290], [4.55435, -2.67320, 2.91047], [9.62588, 2.15781, -7.73715], [5.82295, 3.19089, 1.03190], [6.78835, 2.96482, 0.57913], [-2.99108, 2.08422, -4.10201], [-6.52414, -1.33458, -1.46350], [8.23963, -2.31671, 2.86771], [-2.06821, 4.57189, -3.72790], [-4.86294, -3.21461, -6.96719], [8.48541, 0.78289, -8.84605], [0.53850, -3.48133, -7.76569], [-6.85943, -2.78184, -6.51003], [10.04576, -1.67072, 2.09777], [6.49599, -0.99330, -6.06881], [10.38548, -3.16368, -3.87477], [-4.91151, -7.82775, 3.84315], [-2.13565, 1.35587, 6.35452], [9.98270, -2.68010, -2.98481], [-6.41492, 5.14907, -2.28141], [1.23393, 3.81215, 1.74149], [-0.89936, -6.93211, -2.07572], [-7.19078, 4.71882, 1.82866], [-0.66124, 6.70741, -3.66699], [-8.84747, 3.74103, 2.79704], [9.72522, -3.15159, 4.24582], [3.60348, 8.25110, 5.58446], [-2.44813, 4.65145, 9.04705], [-6.68889, 7.65590, 1.54754], [6.72914, -5.48318, -0.18664], [0.27319, -9.69334, 0.07824], [-4.55327, -9.72930, 6.03070], [-3.75278, -5.48111, 3.38382], [5.94170, -2.76879, 3.38053], [-3.56758, -8.73085, 5.38825], [7.81176, 1.14955, -5.49830], [6.22550, -5.43962, -1.15233], [1.67722, -0.52969, -1.15574], [0.14075, -6.62270, -1.97312], [0.07486, -5.53602, -1.91942], [-4.90316, -6.93727, 5.35769], [-7.38474, 5.02103, -0.62929], [0.75102, -2.09732, -6.31058], [-4.17197, 2.92859, 6.80147], [8.05093, -1.73577, -2.03010], [-3.53928, 0.69504, 7.17621], [-6.99267, 5.35478, 2.69145], [-2.58701, 1.20121, 7.33454], [2.41449, -0.30822, -0.38407], [0.00062, 6.31823, -4.32316], [8.28900, -3.25392, 2.31338], [-1.63205, 4.38297, -2.74699], [-4.49088, -5.06280, 4.06815], [6.59210, -6.38077, -1.56215], [-7.02518, 5.73051, -1.82194], [9.06616, -1.42748, 2.06147], [-4.05458, -10.45260, 6.67588], [-6.37887, -1.96539, -2.34047], [3.67974, 5.75358, 3.54463], [1.26129, -1.25280, -6.77373], [-10.28654, 3.75146, 0.70287], [5.13642, -5.40703, -1.12153], [-4.79453, 4.83368, 0.07496], [1.79215, 3.87507, 5.19921], [0.57057, -6.97127, -2.91219], [6.54939, -1.62099, 1.74490], [1.71789, 0.67799, -2.11434], [-7.12161, 7.67626, 0.02424], [-1.15232, -0.31100, 1.86602], [-6.80601, 5.60786, 0.58317], [8.53647, -1.66880, -1.14700], [-9.05100, 3.64078, -1.86202], [6.78241, -0.79033, 3.18976], [-4.27255, -7.48397, 4.65658], [1.59861, 5.07437, 3.32569], [-4.54846, 2.49967, -3.31726], [-1.41347, 6.19142, -5.99522], [-4.05073, 4.57078, 7.96410], [6.78142, -1.80585, 2.79376], [-6.86429, -2.92951, -2.18903], [-5.26006, 5.70895, 0.52805], [4.17929, 4.00392, 0.62508], [2.68569, 0.75641, -2.60963], [-8.82087, 4.13545, -2.80565], [0.49591, -1.61188, 0.25853], [1.48186, -2.72280, -5.79800], [-5.01690, 5.36367, 7.12329], [-5.49581, 6.14341, 7.71552], [8.42103, 1.37876, -7.93561], [-7.42592, -2.27956, -4.99364], [2.97230, -1.73311, -2.15106], [-5.23757, -9.14161, 6.64262], [-0.93171, -9.60279, 1.39838], [10.47881, -3.20999, -2.17168], [0.87257, 3.12618, 4.03639], [8.02894, -2.84931, -3.84051], [0.60470, 5.45398, 3.56262], [-5.25396, -2.86793, -5.09978], [-3.49346, 2.75817, -3.40811], [-8.28875, 7.05103, 1.34151], [-0.79780, 7.66556, -3.95579], [8.90340, -1.57118, 4.73780], [-9.45849, 6.52511, -1.36105], [-3.32339, 3.46210, 7.22968], [-3.30742, 6.05504, -5.63204], [-10.12035, 3.42961, -1.86474], [-4.84667, -3.28421, -3.68895], [-7.29730, 7.03619, 0.88884], [-0.01949, -2.91529, -7.22731], [-6.74604, -3.00017, -5.44815], [-9.22853, 5.27164, 2.31197], [-2.50201, 2.50180, 7.92845], [-7.09335, -4.03291, -5.47867], [1.63629, 1.57114, -1.49488], [1.60646, 4.73869, 1.89263], [0.91933, 5.30225, 1.41270], [-3.76196, -3.39040, -3.70383], [-0.91741, -7.11689, 0.42233], [0.87318, 0.56829, -2.79443], [-2.01408, -8.90219, 6.70358], [-3.50845, -3.35016, -6.02043], [8.35503, -5.07409, -2.70079], [-8.45662, 2.72720, -1.84859], [10.32555, -1.64543, -2.97890], [-1.97894, 6.10001, -3.98574], [7.11089, -1.93027, -1.71613], [-1.78398, 1.16601, 1.22620], [-2.58611, 5.97622, 8.10821], [8.06851, 0.45607, -6.74576], [8.65153, -4.33244, -1.16899], [1.98402, -1.70248, -1.94501], [7.85517, 0.51279, -4.71552], [0.48738, -6.09893, 0.64504], [-3.09295, 5.36018, 8.72764], [5.99154, 0.40313, -7.11171], [-8.82642, 4.61843, -0.61942], [5.02904, 3.98313, 0.17886], [3.86829, -3.12492, 3.62697], [6.75269, -0.35087, -6.91112], [10.92964, 0.81311, -6.70416], [-9.83865, 5.76455, -0.67905], [2.64950, 7.01429, 3.03519], [-2.13984, -0.32875, 0.39303], [-0.46988, -1.11711, -1.10606], [-5.03079, -10.32489, 5.25266], [0.11921, -9.48072, 1.13616], [0.73383, -6.93161, 3.11029], [4.32740, -1.61114, 3.00328], [10.83575, 1.42078, -7.60417], [0.72749, -7.35687, -0.90296], [8.06861, -3.05873, 4.86113], [-1.47359, 3.87344, -4.31672], [8.81869, -2.54650, 4.25855], [6.83302, -0.95581, -7.81428], [-2.75231, 3.79594, 6.36335], [1.78921, -8.20572, 1.44308], [8.46262, -2.84279, -2.84052], [2.72589, 3.24519, 3.89145], [-2.97714, -4.74400, 3.17605], [-2.00490, 0.48044, 7.90876], [-5.04668, -2.29593, -2.66034], [-5.02008, -1.81740, -5.27234], [8.09222, -4.20619, -2.09599], [-2.31171, 6.45274, -5.43577], [6.70546, -4.25781, -1.82107], [-2.08816, -7.45285, 6.11811], [-10.09707, 6.28960, 0.24053], [-4.62408, 4.16769, 8.79890], [-2.68820, -8.19298, 6.45319], [-3.25486, -6.67388, 4.11240], [-2.89563, -9.20882, 4.67543], [0.33770, -7.79533, 2.76798], [-2.73850, 6.59271, -3.37877], [8.93633, -0.17931, -6.56887], [4.53853, 6.77775, 5.48675], [2.68944, 6.17157, 3.72536], [-6.99830, -1.46724, -3.08630], [10.95512, 0.79995, -8.49210], [-5.82965, 4.78174, 6.68866], [0.17146, -7.10623, 0.37369], [-1.35735, 0.20782, 0.92960], [1.74979, -2.60415, -1.55486], [-6.53851, 3.84555, 1.82324], [-5.23414, -4.28414, -3.49377], [-4.83153, 5.91915, 1.50799], [0.02697, -1.63359, -5.64064], [-9.19827, 3.75925, 0.64213], [11.65126, 2.13054, -7.46527], [-4.82430, 6.49856, -0.08408]], "mulliken_charge": [0.15, 0.29, 0.22, -0.26, -0.69, -0.28, 0.24, 0.32, -1.42, 0.39, 0.35, 0.42, 0.25, 0.46, -0.18, 0.12, -0.75, 0.24, -0.76, 0.32, -0.76, 0.34, 0.36, 0.41, -0.75, -0.35, -0.47, 0.27, 0.34, 0.26, 0.55, -0.81, 0.26, 0.38, 0.28, 0.43, 0.23, 0.31, 0.38, 0.37, 0.27, -1.62, 0.31, 0.19, 0.35, -1.06, -0.74, 0.42, 0.37, 0.27, 0.31, 0.47, 0.28, 0.37, -1.34, -0.80, -0.35, 0.53, -0.73, -0.75, 0.66, -0.79, 0.24, 0.43, 0.40, -0.43, 0.32, -0.68, 0.30, 0.41, -0.68, 0.06, 0.28, 0.12, 0.39, 0.34, 0.31, -0.45, -0.58, 0.36, -0.71, 0.17, 0.27, 0.42, 0.23, 0.47, 0.38, 0.31, 0.34, -1.33, 0.40, 0.32, 1.51, 0.23, -1.87, 0.29, -0.83, 0.49, 0.28, 0.35, 0.61, -0.58, 0.36, -2.03, 0.29, 0.43, 0.40, 0.32, 0.26, -1.51, 0.39, -0.79, 0.34, 0.20, 0.33, 0.30, 0.40, 0.40, 0.20, 0.23, 0.78, -0.84, 0.29, 0.30, 0.33, 0.37, -0.70, 0.31, 0.42, -0.72, -1.81, -0.53, -1.52, 0.32, -0.36, 0.34, 0.30, -0.58, 0.25, 0.28, 0.31, 0.24, 0.24, 0.21, 0.43, 0.42, 0.41, 0.49, 0.26, 0.25, 0.26, 0.65, 0.33, -0.54, 0.21, 0.36, -0.71, 0.35, 1.47, -0.51, 0.32, -1.39, 0.22, -1.74, 0.35, 0.27, 0.38, 0.34, -1.37, 0.26, 0.32, -0.64, -0.32, 0.34, 0.39, -1.42, 0.38, 0.34, 0.38, 0.71, 0.29, 0.23, 0.28, -0.29, 0.18, -0.93, -1.40, -0.21, 0.28, 0.32, 0.15, -0.82, -0.22, 0.25, -0.67, 0.20, 0.20, 0.30, -0.54, 0.19, 0.31, 0.39, -0.59, -0.79, 0.16, 0.38, 0.36, 0.41, 0.13, -1.17, 0.26, 0.39], "multiplicity": 1, "e_tot_ha": -3605.29178, "e_homo_ev": -8.456, "molar_mass_g_mol": 1112.72}